This record from the OMol25 dataset describes a cluster of 12 separate species, C21H66N2O12 in total. The level of theory is ωB97M-V/def2-TZVPD.

```
! RIJCOSX wB97M-V def2-TZVPD def2/J DEFGRID3
* xyz 0 1
C -1.220 -2.858 -0.046
C 0.129 -3.547 0.194
O 0.626 -3.470 1.454
H -1.299 -2.034 0.546
H -2.084 -3.480 0.177
H -1.398 -2.551 -1.045
H 0.837 -3.150 -0.417
H 0.053 -4.618 -0.122
H 0.825 -2.555 1.685
C -2.997 2.113 1.907
C -2.675 1.026 2.841
O -1.571 0.256 2.497
H -3.217 1.615 1.028
H -2.229 2.863 1.757
H -3.874 2.620 2.243
H -3.538 0.448 2.804
H -2.496 1.406 3.850
H -1.652 -0.603 2.958
C -2.536 0.440 -4.664
C -1.718 -0.693 -4.087
O -2.650 -1.629 -3.641
H -3.272 0.829 -3.982
H -3.046 0.257 -5.554
H -1.862 1.197 -4.824
H -1.172 -0.326 -3.213
H -1.077 -1.060 -4.847
H -3.239 -1.878 -4.355
C 3.663 -1.784 0.118
C 2.872 -1.511 -1.134
O 1.702 -0.877 -0.741
H 3.819 -0.854 0.581
H 4.685 -2.226 -0.138
H 3.291 -2.597 0.719
H 2.676 -2.412 -1.739
H 3.350 -0.793 -1.759
H 1.377 -0.318 -1.422
C -4.643 -3.884 1.271
C -4.855 -2.540 1.880
O -3.727 -1.716 1.635
H -5.348 -4.487 1.746
H -3.793 -4.415 1.598
H -4.697 -3.935 0.240
H -5.019 -2.543 2.959
H -5.831 -2.121 1.453
H -3.749 -1.359 0.759
C 5.462 1.375 -2.841
C 5.280 1.242 -1.345
O 5.960 0.081 -0.923
H 6.453 1.704 -3.072
H 4.886 2.242 -3.335
H 5.405 0.463 -3.391
H 4.313 1.192 -0.964
H 5.701 2.089 -0.794
H 5.770 0.015 0.018
C -1.036 0.882 -0.869
C -0.032 1.708 -0.100
O 1.111 1.751 -0.785
H -1.051 1.442 -1.832
H -2.000 0.693 -0.364
H -0.643 -0.114 -1.107
H 0.031 1.150 0.789
H -0.288 2.735 0.170
H 1.767 2.081 -0.089
C 5.183 2.334 2.009
C 4.024 3.056 1.380
O 3.006 2.135 1.123
H 5.570 1.546 1.246
H 4.758 1.825 2.913
H 6.016 3.047 2.126
H 4.305 3.538 0.422
H 3.543 3.679 2.141
H 3.083 1.493 1.832
C -5.507 0.691 -0.753
C -5.271 -0.528 -1.617
O -3.973 -0.877 -1.427
H -6.514 1.053 -0.884
H -5.015 1.563 -1.161
H -5.311 0.532 0.311
H -5.500 -0.365 -2.625
H -5.979 -1.250 -1.270
H -3.495 -1.285 -2.186
C 1.881 -0.527 2.951
O 3.216 -0.248 2.762
N 1.325 -0.543 4.155
N 1.077 -0.750 1.961
H 1.832 -0.435 5.060
H 0.328 -0.932 4.253
H 1.461 -0.745 1.010
H 0.108 -0.440 2.113
C 1.704 0.958 -4.083
O 1.709 -0.393 -3.728
H 2.226 1.010 -5.040
H 2.358 1.507 -3.359
H 0.736 1.425 -4.237
H 2.560 -0.772 -4.133
C -0.076 2.951 3.942
O -0.017 1.978 4.940
H -0.078 2.433 2.932
H 0.835 3.615 3.883
H -0.977 3.503 4.118
H 0.408 1.215 4.554
*
```

The calculation puts the total energy at -1851.883062 a.u. The energy relative to the best compared isomer or geometry (same formula, charge and spin) comes out at 17.5 kcal/mol. The calculation puts the HOMO energy at -9.2835 eV.

This record from the OMol25 dataset describes a cluster of 12 separate species, C21H66N6O21 in total. The level of theory is ωB97M-V/def2-TZVPD.

```
! RIJCOSX wB97M-V def2-TZVPD def2/J DEFGRID3
* xyz 1 2
C -1.972 -3.706 -2.240
O -0.872 -4.285 -2.222
N -2.934 -3.798 -1.332
N -2.285 -2.906 -3.180
H -2.998 -4.742 -0.978
H -3.388 -2.957 -1.005
H -2.938 -2.145 -3.059
H -1.581 -2.847 -3.902
C -1.534 4.270 -1.485
O -1.892 4.702 -0.428
N -2.013 4.696 -2.581
N -0.465 3.453 -1.581
H -1.487 4.631 -3.441
H -2.882 5.201 -2.681
H -0.201 3.321 -0.615
H 0.039 3.047 -2.357
C 3.568 1.422 -2.862
O 2.762 1.295 -1.968
N 4.704 0.701 -2.954
N 3.492 2.326 -3.849
H 5.439 1.140 -3.489
H 4.862 -0.175 -2.477
H 4.316 2.392 -4.429
H 2.847 3.078 -3.651
C 1.854 -0.591 -5.356
C 1.309 -2.088 -5.054
O 1.520 -2.950 -6.125
O 1.075 -0.137 -6.457
H 2.937 -0.550 -5.467
H 1.542 -0.054 -4.460
H 0.307 -2.052 -4.627
H 1.922 -2.488 -4.246
H 1.050 -3.787 -6.111
H 1.269 -0.758 -7.164
C 4.550 -0.537 0.828
C 3.007 -0.613 0.952
O 2.457 -1.907 1.318
O 5.053 -1.203 2.000
H 4.926 0.463 1.046
H 4.950 -0.841 -0.140
H 2.645 -0.365 -0.046
H 2.484 0.217 1.428
H 1.539 -1.942 1.597
H 4.496 -1.922 2.308
C -0.585 -0.373 0.598
C -0.339 0.320 -0.797
O 0.328 -0.691 -1.560
O -1.539 -1.386 0.588
H -0.912 0.367 1.329
H 0.311 -0.764 1.079
H 0.176 1.278 -0.737
H -1.339 0.591 -1.137
H 0.853 -0.205 -2.200
H -1.247 -1.883 -0.179
C -1.674 -5.375 1.443
C -1.095 -6.484 2.375
O -1.749 -6.650 3.592
O -1.909 -4.217 2.179
H -2.600 -5.760 1.018
H -0.974 -5.072 0.664
H -0.027 -6.410 2.582
H -1.136 -7.474 1.919
H -1.715 -5.853 4.126
H -1.810 -3.423 1.649
C -5.555 1.232 -2.221
C -4.289 0.617 -2.950
O -4.073 -0.708 -2.448
O -6.631 0.467 -2.717
H -5.479 2.294 -2.455
H -5.538 0.938 -1.172
H -3.419 1.245 -2.760
H -4.360 0.653 -4.037
H -4.057 -0.876 -1.503
H -6.725 -0.387 -2.288
C 1.945 -3.480 4.280
C 0.555 -2.975 4.457
O 0.123 -2.266 3.341
O 2.766 -2.354 4.540
H 1.958 -4.076 3.367
H 2.190 -4.267 4.992
H 0.385 -2.344 5.329
H -0.161 -3.713 4.819
H -0.831 -2.200 3.427
H 2.268 -1.606 4.202
C 3.523 4.282 0.677
C 2.143 3.942 0.085
O 1.876 2.549 0.390
O 3.486 4.081 2.098
H 3.743 5.349 0.640
H 4.361 3.802 0.172
H 2.390 4.058 -0.970
H 1.373 4.655 0.379
H 2.296 2.037 -0.306
H 3.755 3.173 2.255
C -3.094 3.376 2.455
C -4.337 3.183 1.593
O -4.115 2.938 0.240
O -2.567 4.659 2.310
H -2.415 2.534 2.319
H -3.186 3.174 3.522
H -5.016 4.007 1.812
H -4.837 2.263 1.897
H -3.614 3.660 -0.148
H -2.211 4.807 1.431
C 0.606 2.333 3.857
C 0.829 0.924 4.577
O 2.182 0.538 4.570
O 1.520 3.384 4.190
H -0.420 2.510 4.178
H 0.724 2.213 2.780
H 0.174 0.205 4.085
H 0.428 0.956 5.591
H 2.538 0.502 5.461
H 2.297 3.161 3.672
*
```

The calculation puts the total energy at -2747.759552 a.u. The calculation puts the HOMO energy (alpha / beta) at -11.1075 / -11.1075 eV.